10
Properties=species:S:1:pos:R:3:forces:R:3 method="wB97M-V/def2-TZVPD" homo_ev=-8.62 total_energy_ev=-6725.2174 orbital_gap_ev=9.6532 total_charge=0
O 1.2004 -0.8987 -0.0576 1.89 -0.07 -0.99
N -0.1708 -1.4212 -0.0189 1.11 0.27 1.11
C 1.2932 0.4540 -0.0955 -1.46 1.84 1.12
C -1.0377 -0.3151 -0.2246 -0.54 4.33 -0.48
C 0.1697 1.1675 -0.1779 -1.74 -5.69 -0.17
H -0.2369 2.0914 0.0790 0.05 1.44 -0.03
H -1.6048 -0.2480 -1.2341 1.29 -0.55 1.59
H -0.0679 -1.7448 0.9668 -1.22 0.40 -0.89
H 2.2357 0.9761 0.1726 -0.26 -1.25 -0.54
H -1.7809 -0.0613 0.5902 0.89 -0.72 -0.74


61
Properties=species:S:1:pos:R:3:forces:R:3 method="wB97M-V/def2-TZVPD" homo_ev=-7.25 total_energy_ev=-52529.6947 orbital_gap_ev=1.9406 total_charge=0
Zr 0.2001 -1.3406 -1.4054 0.11 -0.77 -0.94
S -3.8669 -2.6718 -2.6604 -4.04 -1.21 -0.11
O -1.9341 3.1063 -0.0125 -1.29 0.66 -0.34
O -2.9106 -1.7491 -3.2146 2.58 2.81 -2.37
O 1.8107 2.6470 -4.2713 2.96 1.15 -2.65
O -1.6533 -0.7302 3.3207 -0.66 -1.11 -2.08
O 3.4637 0.3258 0.8576 0.11 0.01 0.39
O -4.3317 -3.7093 -3.5484 0.26 0.64 0.01
O 2.2798 -3.0412 -3.8635 -0.46 0.31 0.35
O -4.9218 -1.9602 -1.9433 -0.27 0.05 -0.30
O 1.6236 -5.9930 0.1523 2.31 -2.45 0.33
O -2.9547 -3.1477 -1.6490 2.63 -1.90 3.20
N -2.4886 5.1072 0.9138 -0.77 0.10 -0.49
N -2.7134 -0.0590 5.2143 -3.41 0.97 2.57
N 2.8508 4.5153 -5.1415 0.16 -0.47 -0.22
N 2.0198 -8.2278 -0.1331 0.05 -1.41 -0.74
C 2.8240 -9.4695 0.0246 -0.80 0.29 1.54
C 2.5866 3.1801 -5.1381 -2.98 -0.04 2.13
C 2.3913 -6.9993 0.2431 -2.25 2.12 0.22
C -1.7291 -0.5157 4.4911 2.79 1.78 1.20
C 2.4079 5.3621 -4.0662 -0.36 0.40 0.12
C 0.6427 -8.5250 -0.5213 -0.05 0.03 -0.45
C -4.1155 -0.0078 4.7351 0.30 0.16 0.57
C -2.5697 0.2484 6.7082 -0.22 -1.70 -1.21
C 3.3300 5.2536 -6.3090 1.10 -0.98 0.11
C 4.3098 0.7087 1.8759 -0.88 -0.07 -1.30
C -1.3787 5.0817 1.8505 -0.19 0.06 -0.19
C -2.7038 4.0652 0.0575 1.23 0.13 1.01
C -3.2587 6.3651 0.7672 -0.09 -0.50 -0.10
H 3.3686 -7.0027 0.7501 0.10 0.41 -0.35
H -1.8104 4.8515 2.8245 0.37 0.54 0.35
H 3.1768 6.0840 -3.7907 0.23 -0.07 -0.08
H 4.3728 5.5229 -6.1410 -0.01 0.61 0.15
H -0.0036 -8.8616 0.2894 0.38 -0.06 0.55
H -4.3514 1.0132 4.4351 -0.07 -0.09 -0.29
H -4.2930 6.2106 0.4602 0.13 -0.59 -0.50
H -0.6426 4.3013 1.6574 -0.34 -0.02 -0.47
H 2.7263 6.1333 -6.5318 -0.08 -0.14 0.13
H 1.5722 5.9384 -4.4632 -0.33 0.13 0.41
H 2.1194 4.8096 -3.1720 -0.04 -0.14 -0.37
H -1.5454 0.0995 7.0499 0.05 0.30 -0.35
H 3.1286 -10.1209 -0.7945 -0.08 1.04 -0.94
H -0.8257 -0.3713 5.1037 0.63 -0.77 0.07
H 0.1134 -7.6669 -0.9356 0.49 -0.06 -0.30
H 3.9690 0.2960 2.8255 -0.24 -0.25 0.57
H 2.1267 -10.1235 0.5481 0.27 -0.23 0.52
H -4.3618 -0.7304 3.9571 0.54 0.20 -0.15
H 0.7233 -9.3676 -1.2079 -0.39 0.27 -0.34
H 3.0632 -3.5170 -4.2017 -0.40 0.38 0.55
H 3.6917 -9.3055 0.6637 -0.07 0.16 -0.05
H -2.7735 6.9991 0.0251 -0.02 0.25 0.16
H 4.3835 1.7909 1.9835 0.07 0.25 0.08
H -2.9796 1.1883 7.0780 0.16 0.25 -0.77
H 5.2981 0.2688 1.7425 0.48 -0.16 -0.04
H 3.4147 4.6196 -7.1916 -0.54 -0.16 0.02
H -3.4519 6.9183 1.6864 0.83 -0.20 0.31
H -3.6435 4.2489 -0.4860 0.16 -0.57 -0.43
H -0.8775 6.0446 1.7515 0.06 0.02 0.65
H 3.0169 2.6899 -6.0251 -0.15 -0.37 0.33
H -3.1459 -0.5348 7.2008 -0.08 -0.01 0.21
H -4.7694 -0.2461 5.5740 0.04 -0.01 0.10


79
Properties=species:S:1:pos:R:3:forces:R:3 method="wB97M-V/def2-TZVPD" homo_ev=-9.05 total_energy_ev=-157427.9295 orbital_gap_ev=8.5847 total_charge=0
In 0.9923 1.4717 -1.4806 -1.38 -0.85 0.77
Se -1.2520 1.4710 -0.0946 -0.60 -0.03 0.21
Cl 0.8026 4.3323 -1.4849 -0.63 2.21 0.79
S 3.6256 1.3205 -2.8527 2.20 0.04 -0.12
F 4.9754 3.6868 -2.7078 -0.25 -0.12 -0.23
F 4.0012 2.9628 -0.9076 -0.04 0.31 0.04
F 5.8245 2.0600 -1.5798 0.02 -0.16 -0.33
O 1.7049 -2.1244 -3.4513 0.02 -0.16 -0.25
O 1.3512 3.5075 -0.4205 0.67 -1.26 0.59
O 1.6281 -2.6210 -0.5679 0.28 -0.15 0.04
O 3.6240 0.2915 -1.8525 0.21 -0.02 -0.01
O -0.1632 3.5102 -2.1618 -0.73 -1.31 -0.85
O 1.8099 4.7313 -2.3559 1.29 0.40 -1.09
O 4.2053 1.0316 -4.1150 0.05 0.12 -0.43
O 2.3228 2.0162 -2.9542 -0.20 0.38 -0.37
O 0.1447 5.4190 -0.8899 -0.54 0.95 0.45
N 1.1700 -0.7003 -1.7297 -0.23 0.60 0.01
N -0.2444 0.8191 -3.3647 0.32 0.06 0.19
N -1.1240 -1.3808 0.3087 0.29 0.39 0.45
N 2.1052 0.7478 0.3575 -0.13 0.11 -0.26
N -0.3716 -0.2346 2.0280 -0.27 -0.20 -0.65
C -0.8435 0.0868 -5.9494 0.01 0.06 0.18
C 2.6719 1.5151 1.2749 0.18 0.19 0.39
C -1.1196 1.5246 -4.0624 -0.33 0.12 -0.24
C -3.2244 -1.4431 -1.0250 0.10 -0.32 0.17
C 3.7923 -0.3734 2.2182 -0.18 0.10 -0.11
C -0.5221 -3.6834 1.1781 -0.07 0.02 0.05
C 1.6905 -1.4185 -0.7160 -0.07 -0.19 -0.07
C -0.1643 -1.5646 2.3140 -0.16 -0.84 -0.27
C 0.4263 -2.1909 3.4021 0.05 0.03 -0.01
C -0.9229 -0.1444 0.7996 -0.05 0.40 -0.10
C -2.8861 2.5114 3.2233 0.03 -0.18 -0.06
C -1.4762 1.1709 -5.3566 0.05 0.00 0.09
C -4.1521 -1.9152 1.3107 -0.03 -0.16 -0.11
C 2.3196 -0.5610 0.3511 0.59 -0.58 0.62
C -1.7155 -1.6841 -0.9722 -0.50 0.18 -0.79
C 3.1576 -1.1661 1.2774 -0.16 0.06 -0.14
C 4.6807 2.6026 -2.0099 0.04 -0.17 0.42
C 0.0808 -4.2966 2.2590 -0.11 -0.02 -0.13
C -4.0585 -2.3712 -0.1419 -0.01 0.24 0.06
C -0.6377 -2.2999 1.2137 0.25 -0.10 0.92
C 0.3201 -0.2593 -3.8972 -0.29 -0.31 -0.80
C 0.5424 -3.5656 3.3537 0.01 0.13 0.10
C 1.1597 -1.1402 -3.0102 -0.09 -0.34 0.10
C -1.1394 0.8668 4.0853 -0.11 -0.16 -0.21
C 0.0638 -0.6480 -5.2048 0.10 0.04 0.19
C -0.1201 0.8534 2.9409 -0.05 0.49 0.60
C -2.5817 1.0746 3.6230 0.15 0.19 0.10
C 3.5270 0.9885 2.2316 -0.02 0.00 -0.06
H -4.9539 -2.4477 1.8184 -0.02 0.00 0.13
H -3.5226 -1.5869 -2.0640 0.05 0.09 -0.10
H 2.4265 2.5695 1.2162 0.16 -0.09 0.12
H -2.6584 3.1919 4.0393 0.02 0.15 0.10
H -1.0709 -0.0773 4.6277 0.06 -0.03 0.08
H -0.8578 1.6639 4.7730 0.07 0.03 0.09
H -1.0581 -0.1907 -6.9710 -0.06 0.00 -0.05
H -2.3156 2.8058 2.3449 0.04 0.11 -0.03
H -4.3694 -0.8496 1.3524 -0.05 0.12 0.09
H 0.8043 -1.6258 4.2378 0.03 0.08 0.14
H -2.2256 1.7410 -5.8844 0.02 0.08 -0.04
H -3.2506 0.7882 4.4377 0.00 -0.12 -0.08
H -3.6553 -3.3845 -0.1820 -0.06 -0.14 -0.09
H 3.9814 1.6382 2.9619 0.07 0.10 0.03
H -3.2309 -2.1052 1.8571 0.08 0.04 0.10
H 0.9996 -4.0875 4.1807 0.06 -0.02 0.05
H 0.5798 -1.5131 -5.5906 0.00 -0.07 -0.03
H 0.2152 -5.3678 2.2566 -0.05 -0.07 -0.04
H 3.3042 -2.2328 1.2083 0.00 -0.06 0.04
H -1.4806 -2.7240 -1.2028 0.07 0.08 0.01
H -5.0680 -2.4032 -0.5544 -0.01 -0.10 -0.02
H -0.8610 -4.2619 0.3348 0.00 -0.03 -0.13
H 0.8902 0.7352 3.3439 -0.07 0.04 -0.14
H -1.2376 -1.0491 -1.7227 0.02 -0.16 0.18
H -1.5346 2.3841 -3.5502 -0.04 -0.02 -0.19
H -3.4291 -0.4027 -0.7601 0.00 -0.01 -0.13
H -2.7865 0.4189 2.7744 -0.13 -0.16 0.06
H -3.9401 2.6098 2.9806 -0.13 0.11 -0.06
H 4.4809 -0.8118 2.9248 0.05 -0.01 0.09
H -0.1764 1.7876 2.3776 0.14 -0.16 -0.03